Model one:
The following is a DFT calculation (ωB97M-V with the def2-TZVPD basis set) of a cluster of 2 separate species, C2H2NO3 in total.

The geometry in XYZ format:
```
8
Properties=species:S:1:pos:R:3
C 0.60780 0.09297 -0.04371
C 2.35684 -0.52952 0.10747
N -3.14787 0.37834 -0.31191
O 2.73932 -0.64271 -1.02736
O 0.50186 1.25311 -0.10536
O 2.65923 -0.75507 1.22054
H -3.51054 0.15572 0.59420
H -2.20664 0.04717 -0.43386
```

Output
Kohn-Sham gap (spin up / spin down): 9.82 / 4.07 eV
E_LUMO (spin up / spin down): 4.12 / 2.32 eV
HOMO energy (spin up / spin down): -5.70 / -1.75 eV
charge: -1



Model two:
The following is a DFT calculation (ωB97M-V with the def2-TZVPD basis set) of the ion C2H2NO3 with charge -1.

The geometry in XYZ format:
```
8
Properties=species:S:1:pos:R:3
O 0.64672 1.61694 -0.70142
C -0.49973 1.12468 -0.71682
O -1.54337 1.38812 -1.22065
N -0.66777 -0.06379 0.34282
C 0.51719 -0.82675 0.60815
O -0.43091 -1.39543 -0.12519
H 1.32985 -0.68726 0.13283
H 0.64802 -1.15651 1.68027
```

Output
Kohn-Sham gap: 8.24 eV
E_LUMO: 4.36 eV
HOMO energy: -3.88 eV
charge: -1
SMILES: O=C([O-])N1CO1



model two comes first in stability; the runner-up is 0.0098 hartree higher.



Model one:
The following is a DFT calculation (ωB97M-V with the def2-TZVPD basis set) of a cluster of 5 separate species, C6H18ClO6 in total.

The geometry in XYZ format:
```
31
Properties=species:S:1:pos:R:3
Cl -2.79814 16.09110 -12.16645
C -2.35239 14.32249 -15.59237
O -3.23559 15.33755 -15.19201
H -1.32103 14.68238 -15.70213
H -2.35869 13.49361 -14.87347
H -2.66949 13.92552 -16.55989
H -3.08019 15.50713 -14.23448
C 0.89222 14.90998 -13.20233
O 0.18772 16.11877 -13.32361
H 0.79622 14.43306 -12.22212
H 0.58364 14.16549 -13.95202
H 1.94758 15.11022 -13.40618
H -0.70758 15.94008 -12.96148
C -0.20730 16.23668 -9.45961
O -1.13476 16.95386 -8.66994
H -0.36189 16.34544 -10.53126
H 0.81068 16.61327 -9.28596
H -0.26621 15.17058 -9.22074
H -0.72726 17.25681 -7.86045
C -3.42831 18.68056 -14.70102
O -3.03131 20.05221 -14.89352
C -2.99036 20.80415 -13.81461
O -3.18655 20.47157 -12.68505
O -2.68117 22.04987 -14.21143
C -2.59766 23.00367 -13.18125
H -4.42732 18.62877 -14.26232
H -2.75605 18.15571 -14.02541
H -3.47718 18.20829 -15.67548
H -1.93207 23.81221 -13.48463
H -2.14498 22.58159 -12.28130
H -3.58165 23.41353 -12.95384
```

Output
Kohn-Sham gap: 8.02 eV
E_LUMO: 3.06 eV
HOMO energy: -4.96 eV
charge: -1



Model two:
The following is a DFT calculation (ωB97M-V with the def2-TZVPD basis set) of a structure of composition C6H18ClO6.

The geometry in XYZ format:
```
31
Properties=species:S:1:pos:R:3
Cl -0.41583 0.94557 -1.53290
C 1.58937 2.33935 0.11132
C 2.29319 1.40145 1.05260
O 2.14437 1.89475 2.40562
O 0.13015 2.14257 0.37342
H 1.74537 2.02835 -0.92165
H 1.97805 3.33648 0.31808
H 3.35738 1.37711 0.81803
H 1.95492 0.39957 0.78820
H 2.96670 1.65491 2.83905
H -0.15577 1.91044 -0.51313
C 0.29307 -1.50365 -1.26115
C 0.86684 -2.95568 -1.10037
O 1.97740 -3.12342 -1.97870
O 0.30985 -1.09200 -2.61792
H 0.86737 -0.75737 -0.71218
H -0.73427 -1.56096 -0.90144
H 0.17542 -3.77818 -1.28348
H 1.11497 -3.15789 -0.05843
H 2.50067 -3.89687 -1.75611
H -0.11247 -0.23029 -2.59155
C -2.34991 -0.11637 0.12779
C -3.00546 0.69854 1.29912
O -2.45749 0.18388 2.53853
O -1.05245 -0.41037 0.33220
H -2.46705 0.45533 -0.79282
H -2.95748 -0.97601 -0.15504
H -4.07176 0.73384 1.07578
H -2.74541 1.75704 1.29218
H -3.12021 0.29764 3.22371
H -0.61952 0.00224 -0.41874
```

Output
Kohn-Sham gap: 7.98 eV
E_LUMO: 3.32 eV
HOMO energy: -4.66 eV
charge: -1



model one comes first in stability; the runner-up is 0.2538 hartree higher.



Model one:
The following is a DFT calculation (ωB97M-V with the def2-TZVPD basis set) of a cluster of 2 separate species, C4H9FN3 in total.

The geometry in XYZ format:
```
17
Properties=species:S:1:pos:R:3
C 3.06767 0.08733 -1.26073
C 2.46446 0.41090 -0.16877
C -1.73898 0.08376 0.30775
C 0.58370 -0.63826 0.36989
N -2.58051 0.94247 -0.31949
N -2.01772 -0.58243 1.43369
N -0.49347 0.08670 -0.17830
F 0.79977 -0.77092 1.75731
H 3.95265 0.69728 -1.37261
H 3.15128 -0.85356 -1.81104
H 2.27903 1.38630 0.26633
H 0.68876 -1.63399 -0.08165
H -3.53980 0.71460 -0.54034
H -2.14185 1.35368 -1.10585
H -2.81041 -0.32246 2.09793
H -1.33878 -1.20368 1.77204
H -0.32580 0.24228 -1.16613
```

Output
Kohn-Sham gap (spin up / spin down): 9.54 / 9.54 eV
E_LUMO (spin up / spin down): -3.33 / -3.33 eV
HOMO energy (spin up / spin down): -12.87 / -12.87 eV
charge: +1



Model two:
The following is a DFT calculation (ωB97M-V with the def2-TZVPD basis set) of the ion C4H9FN3 with charge +1.

The geometry in XYZ format:
```
17
Properties=species:S:1:pos:R:3
C 2.78531 -1.39619 0.24957
N 1.64025 -0.59418 0.45594
C 1.07716 0.02637 -0.45588
N -0.23873 0.49586 -0.58432
N -1.21571 0.72728 0.36322
C -2.55748 0.41138 -0.06793
C -1.07854 1.36936 1.48046
F 0.05606 1.89329 1.92610
H 3.61760 -0.96253 0.96025
H 2.63431 -2.35453 0.77173
H 3.05068 -1.55642 -0.88806
H 1.43811 0.03433 -1.47576
H -0.44589 0.40517 -1.56493
H -2.48060 -0.35115 -0.74310
H -3.02041 0.08100 0.83864
H -2.88942 1.30667 -0.49368
H -1.93335 1.49554 2.11892
```

Output
Kohn-Sham gap: 8.74 eV
E_LUMO: -4.74 eV
HOMO energy: -13.47 eV
charge: +1
SMILES: C/N=C/N/[N+](C)=C\F



model one comes first in stability; the runner-up is 0.0159 hartree higher.